(1)
The following is a DFT calculation (ωB97M-V with the def2-TZVPD basis set) of a cluster of 9 separate species, C19H60BrNO16P in total at a distorted geometry.

LUMO: 1.26 eV
net charge: -1
Kohn-Sham gap: 0.203 Eh
2S+1: 1

Last column: Löwdin charge in e.
Cartesian coordinates (Å):
C 4.416275 -3.706041 -3.458548  -0.362
P 2.908310 -3.143477 -4.455773  0.353
Br 4.198801 -4.115394 -6.615005  0.037
C 1.950612 -4.779367 -4.245316  -0.410
C 0.462167 -4.522594 -4.191988  -0.372
N 0.036612 -3.774686 -3.005673  0.004
H 4.301127 -3.321914 -2.445621  0.014
H 5.303981 -3.282550 -3.912507  -0.007
H 4.529363 -4.785490 -3.423790  0.010
H 1.881580 -2.757857 -5.419836  -0.053
H 3.617512 -1.922623 -4.790039  -0.068
H 2.232919 -2.519119 -3.365648  -0.032
H 2.263781 -5.266183 -3.322506  0.062
H 2.189542 -5.429929 -5.080626  0.029
H 0.175857 -4.008839 -5.115431  0.084
H -0.077637 -5.468734 -4.177209  0.088
H -0.817731 -4.117749 -2.596634  0.033
H -0.040936 -2.780273 -3.152405  0.036
C -0.818104 -2.298969 -0.194741  -0.251
C -0.756804 -1.549477 1.112560  -0.239
O -1.335684 -2.335949 2.164327  -0.074
O -2.160317 -2.639681 -0.525977  -0.071
H -0.418639 -1.698311 -1.012950  0.099
H -0.198883 -3.202690 -0.132093  0.114
H -1.361237 -0.643291 1.072778  0.114
H 0.272797 -1.261650 1.340236  0.122
H -0.760142 -3.093896 2.314322  0.089
H -2.578559 -2.891643 0.307146  0.076
C -1.424164 -7.741244 -1.776486  -0.267
C -1.732968 -7.144557 -0.421300  -0.249
O -1.545311 -5.736546 -0.416819  -0.078
O -0.108286 -7.469277 -2.194623  -0.060
H -1.528880 -8.827583 -1.734886  0.118
H -2.159085 -7.362678 -2.505106  0.118
H -1.026997 -7.529866 0.315441  0.121
H -2.747421 -7.419860 -0.110186  0.116
H -2.241864 -5.306969 -0.926271  0.080
H 0.088703 -6.548245 -1.972281  0.071
C 0.896215 1.872239 -1.735753  -0.238
C 1.524631 0.718295 -2.482851  -0.237
O 0.532040 -0.110223 -3.067940  -0.078
O -0.054698 1.405639 -0.796309  -0.078
H 1.663517 2.421429 -1.187387  0.121
H 0.425004 2.565927 -2.447322  0.119
H 2.044286 0.063410 -1.782630  0.126
H 2.249866 1.079863 -3.217383  0.125
H 0.141733 0.315733 -3.838141  0.100
H -0.543037 0.703486 -1.247324  0.081
C -1.179232 2.617619 2.823204  -0.253
C -0.243994 1.482514 3.175345  -0.232
O 0.792419 1.422912 2.202669  -0.070
O -1.676659 2.471325 1.505614  -0.065
H -2.042852 2.649979 3.489922  0.113
H -0.644142 3.575504 2.923355  0.105
H -0.772297 0.532701 3.084876  0.111
H 0.136771 1.580504 4.196353  0.104
H 1.356172 2.198568 2.291564  0.090
H -0.946389 2.171650 0.939511  0.043
C -1.709152 5.163090 7.292945  -0.221
C -1.719847 3.711049 6.878100  -0.207
O -0.634339 3.430831 5.987997  -0.079
O -1.836611 6.018931 6.159377  -0.073
H -2.565679 5.374655 7.934100  0.123
H -0.797265 5.398145 7.857796  0.118
H -2.624828 3.524146 6.303383  0.108
H -1.697330 3.039204 7.739692  0.128
H 0.180885 3.385771 6.502226  0.096
H -1.291580 5.649995 5.451022  0.066
C 2.539089 5.856096 6.041517  -0.261
C 1.488195 6.345285 5.072942  -0.234
O 0.989161 5.270379 4.277772  -0.077
O 3.619343 5.233589 5.382697  -0.053
H 2.947201 6.695152 6.607172  0.123
H 2.067834 5.168150 6.763804  0.109
H 1.931572 7.047392 4.367328  0.127
H 0.683888 6.854772 5.614818  0.112
H 0.472859 4.684517 4.847251  0.032
H 3.249490 4.713283 4.658557  0.081
C -6.172610 5.816638 4.945126  -0.263
C -5.300961 4.711501 5.496237  -0.244
O -4.072954 4.628130 4.784687  -0.085
O -6.448269 5.628311 3.574228  -0.057
H -7.131543 5.828981 5.466465  0.120
H -5.679746 6.783965 5.122869  0.119
H -5.791202 3.748522 5.349809  0.126
H -5.138794 4.863284 6.570891  0.117
H -3.528342 5.391314 5.025964  0.065
H -5.633035 5.318869 3.159071  0.084
C 2.254548 -2.235996 -9.715672  -0.264
C 3.414275 -3.036552 -10.269833  -0.285
O 4.601741 -2.750777 -9.558247  -0.146
O 2.545326 -0.844853 -9.753937  -0.085
H 1.358254 -2.396402 -10.319916  0.111
H 2.049919 -2.565520 -8.690109  0.100
H 3.597733 -2.736339 -11.305517  0.112
H 3.170196 -4.105566 -10.251757  0.114
H 4.499892 -3.164627 -8.673498  -0.109
H 3.463023 -0.781167 -9.455232  0.075

Forces on atoms 1 to 6 (eV/Å):
-0.0552 -0.1099 -0.2326
-0.6797 0.6333 1.0032
0.2890 -0.3270 -0.5597
0.1499 0.1182 0.1756
-0.1999 0.0657 -0.0979
0.1937 -0.1413 0.3906

(2)
The following is a DFT calculation (ωB97M-V with the def2-TZVPD basis set) of a cluster of 11 separate species, C19H60N10O11 in total at a distorted geometry.

LUMO: -0.39 eV
net charge: 0
Kohn-Sham gap: 0.292 Eh
2S+1: 1

Last column: Löwdin charge in e.
Cartesian coordinates (Å):
C 4.979150 -3.382220 -1.198850  -0.146
O 4.067150 -4.113220 -0.383850  -0.135
H 5.315150 -3.765220 -2.115850  0.060
H 5.904150 -3.223220 -0.675850  0.067
H 4.566150 -2.372220 -1.424850  0.079
H 3.769150 -3.577220 0.371150  0.005
C 0.955150 -3.449220 -2.842850  -0.178
O -0.096850 -4.324220 -2.853850  -0.114
H 1.368150 -3.272220 -1.855850  0.048
H 0.501150 -2.468220 -3.126850  0.092
H 1.689150 -3.761220 -3.571850  0.090
H -0.716850 -3.889220 -2.273850  -0.014
C 4.667150 -1.581220 1.327150  -0.615
O 5.765150 -2.201220 1.880150  -0.095
N 3.489150 -2.146220 1.510150  0.096
N 4.831150 -0.502220 0.636150  0.225
H 3.610150 -2.832220 2.283150  0.160
H 2.790150 -1.491220 1.773150  0.040
H 5.689150 -0.032220 0.644150  0.117
H 4.183150 -0.158220 -0.030850  0.052
C 1.007150 -0.030220 3.015150  -0.567
O -0.175850 -0.776220 2.713150  -0.170
N 1.097150 0.577780 4.198150  0.167
N 1.874150 0.289780 2.177150  0.163
H 0.406150 0.481780 4.950150  0.128
H 2.011150 0.818780 4.598150  0.121
H 1.770150 -0.118220 1.176150  0.093
H 2.741150 0.780780 2.318150  0.130
C 1.611150 -0.285220 -1.077850  -0.640
O 2.807150 0.300780 -1.391850  -0.119
N 1.481150 -1.144220 -0.100850  0.116
N 0.546150 0.065780 -1.681850  0.211
H 2.378150 -1.758220 0.096150  0.130
H 0.585150 -1.588220 0.152150  0.065
H 0.528150 0.688780 -2.490850  0.147
H -0.371850 -0.360220 -1.399850  0.067
C -1.621850 -2.217220 -0.703850  -0.395
O -1.950850 -1.019220 -1.465850  -0.172
N -1.984850 -3.423220 -1.100850  0.179
N -1.057850 -2.155220 0.518150  0.172
H -2.539850 -3.542220 -1.975850  0.179
H -2.035850 -4.147220 -0.403850  0.126
H -0.852850 -1.235220 0.990150  0.087
H -0.940850 -3.011220 1.019150  0.059
C -4.440850 0.630780 -3.336850  -0.604
O -5.086850 -0.503220 -3.744850  -0.145
N -4.837850 1.867780 -3.693850  0.123
N -3.447850 0.750780 -2.487850  0.150
H -5.659850 1.931780 -4.286850  0.106
H -4.356850 2.725780 -3.379850  0.076
H -2.928850 -0.028220 -1.989850  0.037
H -3.091850 1.664780 -2.169850  0.068
C 0.613150 2.806780 0.555150  -0.037
C 1.879150 3.500780 0.982150  -0.647
C 2.224150 4.772780 0.122150  -0.030
O 1.930150 3.863780 2.154150  0.034
H 0.527150 1.869780 0.966150  0.012
H 0.646150 2.599780 -0.548850  0.085
H -0.255850 3.363780 0.758150  0.067
H 2.679150 2.788780 0.770150  0.129
H 2.156150 4.492780 -1.022850  0.107
H 3.216150 5.087780 0.241150  0.039
H 1.630150 5.694780 0.127150  0.073
H 2.651150 3.397780 2.639150  0.141
C -1.386850 3.563780 -2.338850  -0.036
C -2.615850 4.251780 -1.789850  -0.610
C -2.801850 5.581780 -2.519850  -0.040
O -3.708850 3.667780 -2.034850  -0.040
H -1.331850 3.292780 -3.430850  0.119
H -1.333850 2.653780 -1.754850  0.046
H -0.610850 4.234780 -2.010850  0.077
H -2.365850 4.334780 -0.741850  0.134
H -2.989850 5.442780 -3.566850  0.077
H -1.971850 6.283780 -2.440850  0.075
H -3.681850 6.191780 -2.162850  0.097
H -4.318850 3.939780 -1.352850  0.143
C -2.186850 0.959780 1.143150  -0.029
C -3.243850 2.030780 1.094150  -0.722
C -4.413850 1.662780 1.951150  -0.032
O -2.848850 3.116780 1.435150  0.039
H -2.517850 -0.056220 1.290150  0.074
H -1.608850 1.205780 2.057150  0.086
H -1.520850 1.078780 0.286150  0.064
H -3.645850 2.015780 0.146150  0.108
H -4.840850 0.714780 1.575150  0.095
H -5.297850 2.254780 1.726150  0.084
H -4.157850 1.597780 2.984150  0.080
H -2.539850 3.147780 2.379150  0.164
C 1.047150 -4.492220 0.689150  -0.030
C 0.370150 -4.523220 2.023150  -0.593
C 0.814150 -3.427220 3.126150  0.017
O -0.862850 -4.537220 1.903150  -0.033
H 1.934150 -5.163220 0.730150  0.111
H 1.404150 -3.519220 0.460150  0.016
H 0.482150 -4.738220 -0.200850  0.079
H 0.413150 -5.547220 2.421150  0.138
H 1.302150 -3.994220 3.907150  0.073
H -0.111850 -2.925220 3.512150  0.091
H 1.501150 -2.723220 2.710150  0.014
H -1.035850 -5.508220 1.943150  0.166

Forces on atoms 1 to 6 (eV/Å):
-0.5302 2.2996 1.7523
-0.0720 -0.7880 -0.8463
-0.5594 -1.5468 -1.2812
0.5099 0.2167 0.6353
0.1689 -0.4796 -0.0214
0.5160 -0.2073 -0.8308

The evaluated energy for the records listed, in turn: -134254.64167; -58091.64223 eV.
The evaluated E_HOMO for the records listed, in turn: -4.3; -8.3 eV.
The evaluated energy relative to the best compared isomer or geometry (same formula, charge and spin) for the records listed, in turn: 0.00; 302.49 kcal per mole.